ORCA calculation (ωB97M-V with the def2-TZVPD basis set) on C51H58As2NO2P3Sc as an isolated structure at a distorted geometry.

Cartesian coordinates (Å):
Sc 1.734 3.546 1.109
C 3.901 -0.976 0.932
As 2.854 0.001 2.193
C 3.265 -0.810 3.901
C 4.015 1.625 2.216
C 5.218 1.425 2.794
C 6.164 2.531 2.748
C 5.730 3.799 2.413
C 4.398 3.962 2.197
C 3.444 2.853 2.133
As 2.666 1.960 -1.524
C 4.593 1.627 -1.241
C 2.127 3.803 -1.171
H 3.948 -0.487 0.072
H 3.364 -1.930 0.682
H 4.885 -1.185 1.384
H 2.407 -1.490 4.259
H 3.497 -0.072 4.678
H 4.131 -1.470 3.739
H 5.693 0.379 2.734
H 7.131 2.538 3.326
H 6.555 4.456 2.586
H -1.900 0.864 0.619
H 4.922 0.573 -1.468
H 4.812 1.752 -0.196
H 5.208 2.226 -1.852
H -2.315 6.608 -6.898
H 3.211 4.261 -1.400
H 3.984 5.127 1.847
C -0.844 -0.749 -1.449
N -0.839 0.066 -2.575
C -0.784 1.523 -2.445
P -0.628 2.173 -0.775
C -0.469 4.178 -1.356
C -1.478 4.832 -2.003
C -1.254 6.185 -2.564
C 0.147 6.651 -2.659
C 1.137 5.783 -2.090
C 0.882 4.542 -1.527
C -2.234 1.811 0.175
C -3.500 1.688 -0.501
C -4.454 1.052 0.253
C -4.390 1.029 1.692
C -3.331 1.868 2.252
C -2.510 2.540 1.437
C -1.485 -0.311 -3.792
C -1.611 0.386 -5.014
C -2.184 -0.157 -6.117
C -2.788 -1.437 -6.076
C -2.866 -1.968 -4.828
C -2.304 -1.488 -3.718
P -0.466 -2.522 -1.467
C 0.573 -3.199 -2.852
C 0.918 -2.529 -4.013
C 1.508 -3.292 -5.061
C 1.828 -4.641 -5.050
C 1.690 -5.137 -3.803
C 1.159 -4.441 -2.656
C -1.665 -3.790 -1.218
C -1.372 -5.157 -1.366
C -2.059 -6.168 -0.727
C -3.126 -5.863 0.092
C -3.476 -4.489 0.342
C -2.625 -3.504 -0.182
H -1.870 -0.714 -0.828
H -0.082 -0.336 -0.684
H -1.621 1.943 -2.953
H 0.085 1.928 -3.007
H -2.425 4.326 -2.076
H -2.115 6.916 -2.807
H 0.410 7.702 -2.941
H 2.131 6.132 -1.989
H 0.403 -2.635 -0.349
H -3.625 1.989 -1.514
H -5.271 0.825 -0.400
H -5.214 0.768 2.315
H -3.385 1.995 3.304
H -1.740 3.195 1.815
H -1.361 1.474 -5.273
H -2.396 0.571 -6.894
H -3.624 -1.674 -6.721
H -3.585 -2.686 -4.595
H -2.720 -1.818 -2.699
H 0.693 -1.476 -4.307
H 1.720 -2.589 -5.895
H 2.279 -5.187 -5.866
H 2.158 -5.970 -3.656
H 1.213 -4.841 -1.599
H -0.500 -5.362 -1.941
H -1.637 -7.158 -0.757
H -3.795 -6.641 0.590
H -4.251 -4.081 0.975
H -2.700 -2.463 0.152
H -6.246 1.762 -6.162
O -0.282 4.949 2.120
C 0.419 5.872 1.745
O 1.603 5.626 1.265
H 0.052 6.934 1.820
C -2.942 -1.650 3.254
P -1.811 -3.000 3.649
C -0.400 -2.668 2.391
C -0.997 -2.532 5.249
C -0.348 -1.351 5.402
C 0.299 -0.986 6.614
C 0.317 -1.857 7.701
C -0.384 -3.120 7.548
C -1.064 -3.361 6.380
H -3.958 -1.880 3.350
H -2.803 -1.307 2.198
H -2.642 -0.758 3.874
H -0.345 -1.495 2.390
H -0.473 -3.074 1.347
H 0.559 -2.797 2.923
H -0.195 -0.644 4.540
H 0.824 -0.021 6.653
H 0.883 -1.541 8.581
H -0.362 -3.897 8.282
H -1.612 -4.302 6.311

## Properties
- Molar mass: 1004.75 g/mol
- Net charge: +1
- Energy: -229631.09310 eV
- Frontier orbital gap: 0.0862 Ha